Below is a molecular structure, C34H43F9N7O3S5Ti, with properties calculated with ωB97M-V/def2-TZVPD.

Properties
total charge: +2
2S+1: 2
HOMO level (spin up / spin down): -12.3 / -12.3 eV
lowest unoccupied orbital energy (spin up / spin down): -0.1965 / -0.1965 hartree
orbital gap (spin up / spin down): 6.9 / 6.9 eV

Atoms and positions in Å:
Ti -0.71585 -0.05311 0.31911
N -2.25465 1.42985 0.48959
C -2.01561 2.04840 1.77148
C -2.95956 2.77029 2.45339
C -2.60362 3.47117 3.61846
C -1.30899 3.47901 4.05906
C -0.31747 2.73283 3.38621
C 1.04336 2.73682 3.75293
C 1.94222 2.08470 2.94861
C 1.48646 1.34213 1.86265
N 0.20570 1.20490 1.55080
C -0.69381 1.96741 2.25682
H -3.22348 1.14096 0.40145
H -2.07477 2.11079 -0.24948
H -3.97436 2.83665 2.08134
H -3.35448 4.04713 4.14062
H -1.02001 4.08694 4.90609
H 1.36769 3.27905 4.63124
H 3.00194 2.12047 3.15647
H 2.19988 0.86368 1.20982
C -5.33363 1.23443 -2.62389
C -4.30583 1.94151 -3.51378
S -2.57888 1.83016 -2.91856
C -1.84116 0.52533 -3.95681
C -2.56172 -0.79803 -3.84551
S -2.60920 -1.40598 -2.11488
C -4.14673 -2.38638 -2.25986
C -5.41172 -1.58735 -1.97487
S -5.88381 -0.38804 -3.27346
H -6.23660 1.84084 -2.56209
H -4.95231 1.07530 -1.61693
H -4.51075 3.01105 -3.55012
H -4.33135 1.56032 -4.53410
H -0.81486 0.43294 -3.59941
H -1.84569 0.88017 -4.98859
H -2.06905 -1.56065 -4.45095
H -3.59028 -0.69586 -4.17799
H -4.04864 -3.19848 -1.54192
H -4.16357 -2.81314 -3.26170
H -5.33039 -1.04710 -1.03386
H -6.25941 -2.27118 -1.91406
F -4.31777 -0.67489 1.41237
C -3.98571 -1.96221 1.66140
F -4.73636 -2.40873 2.65615
F -4.30005 -2.66081 0.56736
C -2.45039 -2.02029 1.95300
O -1.80896 -1.17935 1.08585
C -2.20819 -1.55598 3.44772
F -1.91392 -2.56350 4.26049
F -3.25746 -0.90050 3.95121
F -1.19724 -0.68153 3.48204
C -1.94109 -3.47128 1.70576
F -1.92867 -3.71211 0.38999
F -2.70034 -4.38590 2.30042
F -0.68311 -3.61424 2.13960
S 1.71561 -1.57204 2.99545
C 2.17839 -3.12407 3.43508
N 2.43380 -3.51010 4.68613
C 2.90463 -4.88951 4.77277
C 2.75921 -5.37743 3.31796
N 2.40422 -4.15048 2.60269
H 2.36787 -2.89180 5.47413
H 2.29776 -5.46431 5.47062
H 3.94122 -4.92175 5.11117
H 1.98047 -6.13357 3.21357
H 3.68961 -5.78504 2.92549
H 2.04962 -4.16611 1.66209
N 2.66699 -2.20999 -2.18935
C 2.13254 -1.77966 -1.03724
S 0.47528 -2.07716 -0.74690
N 2.89388 -1.13771 -0.15195
C 4.21024 -0.64330 -0.31603
C 5.02818 -0.56162 0.81049
C 6.30504 -0.03360 0.71064
C 6.78201 0.42006 -0.51201
C 5.96487 0.35527 -1.62923
C 4.67747 -0.15873 -1.53784
H 2.06254 -2.75344 -2.78464
H 3.66056 -2.37420 -2.26256
H 2.55540 -1.21396 0.82867
H 4.65236 -0.90866 1.76422
H 6.93752 0.00374 1.58702
H 7.78590 0.81231 -0.59297
H 6.34151 0.68802 -2.58775
H 4.04072 -0.17474 -2.41385
O 0.41684 2.91339 -0.52033
C 0.53428 1.99429 -1.32860
O 0.10485 0.79829 -1.21122
C 1.33352 2.36261 -2.60638
N 2.38408 3.32909 -2.14266
C 2.60225 4.38629 -3.19349
C 1.61652 4.03278 -4.30851
C 0.53550 3.21311 -3.59982
H 1.77161 1.48431 -3.07848
H 3.25212 2.86923 -1.87098
H 1.93602 3.72382 -1.29217
H 3.63312 4.36786 -3.53650
H 2.38917 5.36083 -2.76133
H 2.10005 3.42501 -5.07377
H 1.21223 4.92193 -4.78559
H -0.03972 2.60486 -4.28957
H -0.15364 3.85731 -3.05314

Atomic partial charges in e from the Löwdin method, atoms 1 to 99:
1 Ti 0.81
2 N 0.05
3 C -0.21
4 C 0.02
5 C -0.03
6 C 0.00
7 C -0.12
8 C 0.05
9 C -0.02
10 C -0.15
11 N -0.02
12 C -0.15
13 H 0.10
14 H 0.07
15 H 0.13
16 H 0.12
17 H 0.13
18 H 0.14
19 H 0.12
20 H 0.10
21 C -0.51
22 C -0.49
23 S 0.87
24 C -0.52
25 C -0.50
26 S 0.85
27 C -0.49
28 C -0.52
29 S 0.90
30 H 0.07
31 H 0.05
32 H 0.07
33 H 0.08
34 H 0.05
35 H 0.09
36 H 0.09
37 H 0.02
38 H 0.06
39 H 0.09
40 H 0.05
41 H 0.08
42 F 0.15
43 C -0.53
44 F 0.21
45 F 0.16
46 C -0.19
47 O -0.26
48 C -0.53
49 F 0.20
50 F 0.18
51 F 0.12
52 C -0.56
53 F 0.14
54 F 0.20
55 F 0.14
56 S 0.71
57 C -0.84
58 N 0.03
59 C -0.11
60 C -0.11
61 N 0.03
62 H 0.14
63 H 0.12
64 H 0.12
65 H 0.12
66 H 0.12
67 H 0.13
68 N 0.12
69 C -0.79
70 S 0.74
71 N 0.04
72 C -0.24
73 C -0.02
74 C -0.06
75 C -0.07
76 C -0.08
77 C -0.06
78 H 0.11
79 H 0.12
80 H 0.01
81 H 0.10
82 H 0.12
83 H 0.11
84 H 0.11
85 H 0.10
86 O 0.06
87 C -0.57
88 O -0.18
89 C -0.15
90 N 0.10
91 C -0.08
92 C -0.13
93 C -0.13
94 H 0.16
95 H 0.18
96 H 0.16
97 H 0.13
98 H 0.14
99 H 0.13



Below is a molecular structure, C34H43IrN3O2S3Te, with properties calculated with ωB97M-V/def2-TZVPD.

Properties
total charge: +3
2S+1: 5
HOMO level (spin up / spin down): -15.5 / -15.6 eV
lowest unoccupied orbital energy (spin up / spin down): -0.2741 / -0.3729 hartree
orbital gap (spin up / spin down): 8.0 / 5.5 eV

Atoms and positions in Å:
Ir 0.34283 0.04273 -0.51883
C -2.96944 1.63820 -0.15256
S -1.81523 1.37271 -1.51807
C -1.82911 3.06194 -2.17730
O -2.45625 0.53095 -2.52751
H -3.96607 1.79157 -0.56261
H -2.64402 2.51646 0.40575
H -2.95102 0.75653 0.48327
H -1.39515 3.74461 -1.44559
H -2.86740 3.31900 -2.37861
H -1.26524 3.07728 -3.10750
N 5.95864 -0.58835 0.21175
C 5.08165 -0.18677 1.36084
C 3.62375 -0.53164 1.05527
N 3.16302 0.09565 -0.18906
C 4.01799 -0.31856 -1.30465
C 5.49069 0.02588 -1.07437
H 5.95687 -1.60744 0.11960
H 6.92366 -0.30769 0.40278
H 5.18976 0.88974 1.49822
H 5.41968 -0.68347 2.26913
H 3.00318 -0.18207 1.88036
H 3.49047 -1.61255 0.96968
H 3.23412 1.10362 -0.06802
H 3.68972 0.16884 -2.22252
H 3.89616 -1.39700 -1.43499
H 5.61579 1.10601 -0.99555
H 6.10776 -0.33886 -1.89408
O -1.64883 -1.10882 -0.30636
S -1.94221 -2.58137 -0.58032
C -3.72127 -2.78637 -0.62272
C -4.18969 -4.02466 -0.20576
C -5.54502 -4.29445 -0.32402
C -6.40150 -3.31851 -0.81546
C -5.90903 -2.08294 -1.21827
C -4.55354 -1.80482 -1.13334
C -1.65159 -2.83623 -2.35121
C -2.14953 -3.99141 -2.94029
C -1.89662 -4.23394 -4.28160
C -1.13117 -3.34255 -5.01952
C -0.62744 -2.19528 -4.42398
C -0.88968 -1.94451 -3.08585
H -3.50435 -4.76703 0.18613
H -5.92526 -5.26445 -0.03543
H -7.46046 -3.52426 -0.89182
H -6.57926 -1.33547 -1.62031
H -4.14240 -0.87040 -1.49148
H -2.75028 -4.68759 -2.37142
H -2.30216 -5.11799 -4.75398
H -0.93386 -3.53591 -6.06506
H -0.03555 -1.50412 -5.00969
H -0.52500 -1.02712 -2.62486
C 2.33910 7.69759 -0.44215
C 1.89486 6.33134 -0.04556
C 1.95214 5.25676 -0.94200
C 1.50482 3.99576 -0.60527
C 1.54128 2.93553 -1.67782
C 1.00414 3.77314 0.70167
Te 0.34333 1.89947 1.38220
C 0.94036 4.84614 1.62858
C 0.42130 4.73444 3.03600
C 1.38450 6.09437 1.22733
H 2.71171 7.72720 -1.46268
H 3.11764 8.05611 0.23376
H 1.50986 8.40144 -0.34766
H 2.34883 5.43604 -1.93395
H 2.08515 3.30264 -2.54626
H 0.53270 2.68202 -2.00901
H 2.01467 2.01240 -1.34083
H -0.06116 3.78479 3.24997
H -0.29845 5.52920 3.22915
H 1.23939 4.86900 3.74545
H 1.32400 6.91902 1.92795
S 1.46747 -4.57153 -0.41391
C 1.49956 -2.93800 -0.91133
N 1.10198 -2.05318 -0.03780
C 0.74270 -2.66729 1.16195
C 0.31370 -2.03470 2.32985
C 0.02884 -2.80585 3.43611
C 0.13245 -4.20112 3.38918
C 0.54739 -4.84643 2.24263
C 0.87185 -4.06425 1.13893
H 1.84137 -2.67666 -1.90197
H 0.20435 -0.95816 2.34300
H -0.28384 -2.32814 4.35447
H -0.11697 -4.78144 4.26667
H 0.61376 -5.92507 2.20052

The Löwdin scheme yields these atomic charges, measured in e:
1 Ir 0.83
2 C -0.22
3 S 0.69
4 C -0.19
5 O -0.46
6 H 0.09
7 H 0.05
8 H 0.05
9 H 0.06
10 H 0.08
11 H 0.07
12 N 0.08
13 C -0.08
14 C -0.19
15 N -0.12
16 C -0.18
17 C -0.08
18 H 0.19
19 H 0.20
20 H 0.15
21 H 0.15
22 H 0.11
23 H 0.12
24 H 0.08
25 H 0.13
26 H 0.12
27 H 0.15
28 H 0.15
29 O -0.68
30 S 1.09
31 C -0.38
32 C -0.09
33 C -0.04
34 C -0.03
35 C -0.04
36 C -0.05
37 C -0.35
38 C -0.06
39 C -0.03
40 C -0.04
41 C -0.05
42 C -0.13
43 H 0.12
44 H 0.12
45 H 0.12
46 H 0.12
47 H 0.09
48 H 0.11
49 H 0.12
50 H 0.12
51 H 0.12
52 H 0.04
53 C -0.01
54 C -0.21
55 C 0.01
56 C -0.31
57 C -0.08
58 C -0.48
59 Te 1.22
60 C -0.30
61 C -0.07
62 C 0.01
63 H 0.09
64 H 0.10
65 H 0.11
66 H 0.13
67 H 0.10
68 H 0.02
69 H 0.01
70 H 0.00
71 H 0.10
72 H 0.10
73 H 0.14
74 S 1.16
75 C -0.47
76 N -0.13
77 C -0.37
78 C -0.04
79 C -0.04
80 C -0.04
81 C -0.05
82 C -0.45
83 H 0.09
84 H 0.05
85 H 0.12
86 H 0.13
87 H 0.13